Molecular formula: C4H14O2S2
Method: DFT, ωB97M-V with the def2-TZVPD basis set

Each line ends with the Mulliken charge.
Positions of all 22 atoms, in Å:
C (2.159, 0.677, -1.086)  -0.677
C (0.900, 1.664, -1.294)  -0.662
C (1.579, -0.429, -0.110)  -0.510
S (0.341, -1.495, -1.013)  -0.149
S (-0.075, -3.048, 0.169)  -0.085
C (-1.409, -2.351, 1.224)  -0.655
H (2.638, 0.245, -1.958)  0.313
H (2.947, 1.228, -0.666)  0.375
H (0.020, 1.551, -0.603)  0.120
H (1.439, 2.686, -1.281)  0.251
H (0.360, 1.310, -2.197)  0.262
H (2.274, -1.107, 0.315)  0.518
H (1.071, 0.032, 0.793)  0.237
H (-1.756, -3.124, 1.990)  0.317
H (-1.142, -1.451, 1.842)  0.243
H (-2.086, -1.859, 0.589)  0.189
H (-1.651, 1.460, 1.388)  0.287
H (-0.202, 1.970, 1.497)  0.329
O (-0.920, 1.387, 1.922)  -0.618
H (-2.125, 0.188, 0.236)  0.256
H (-1.947, -0.118, -1.212)  0.329
O (-2.413, 0.584, -0.546)  -0.671

Atoms 1-6, force components in eV/Å:
C -3.47 -1.05 1.36
C 1.49 -0.20 -0.78
C -0.53 0.86 0.36
S 0.56 1.06 -0.58
S -0.32 -0.01 1.11
C 1.18 0.17 2.31

Results
SMILES	CCCSSC.O.O
energy relative to the best compared isomer or geometry (same formula, charge and spin)	36.7	kcal per mole
HOMO level	-9.1	eV
largest force on an atom	4.80	eV Å⁻¹
net charge	0


Molecular formula: C32H35N6O4S2V
Method: DFT, ωB97M-V with the def2-TZVPD basis set

Each line ends with the Löwdin spin population.
Positions of all 80 atoms, in Å:
V (-0.034, 0.033, -0.143)  1.378
C (1.583, -2.974, 2.237)  0.000
C (0.457, -3.822, 1.647)  0.000
C (-0.509, -3.046, 0.740)  0.001
N (0.211, -2.210, -0.226)  0.004
C (0.785, -2.775, -1.242)  0.002
C (0.595, -4.146, -1.617)  0.001
C (1.332, -4.970, -2.433)  0.000
C (2.531, -4.744, -3.113)  0.001
C (3.130, -3.501, -3.258)  0.000
C (2.678, -2.247, -2.896)  0.001
C (1.544, -1.839, -2.127)  0.002
N (1.100, -0.622, -2.061)  0.000
C (1.395, 0.316, -3.125)  0.000
C (2.214, 1.507, -2.641)  0.000
C (1.448, 2.225, -1.538)  0.007
N (1.416, 1.414, -0.334)  -0.013
C (2.335, 1.553, 0.598)  0.002
C (3.499, 2.332, 0.421)  0.026
C (4.521, 2.654, 1.303)  0.002
C (4.658, 2.407, 2.654)  0.030
C (3.726, 1.735, 3.451)  0.003
C (2.599, 1.036, 3.108)  0.026
C (2.015, 0.774, 1.830)  0.002
N (1.052, -0.081, 1.643)  -0.014
C (0.411, -0.757, 2.772)  0.004
C (1.138, -1.987, 3.312)  0.000
H (2.064, -2.422, 1.426)  0.000
H (2.343, -3.636, 2.662)  0.000
H (-0.129, -4.297, 2.439)  0.000
H (0.918, -4.613, 1.047)  0.000
H (-1.169, -2.408, 1.323)  0.000
H (-1.178, -3.755, 0.250)  0.000
H (-0.296, -4.595, -1.200)  0.000
H (0.930, -5.976, -2.525)  0.000
H (3.013, -5.595, -3.580)  0.000
H (4.083, -3.500, -3.782)  0.000
H (3.320, -1.424, -3.190)  0.000
H (0.425, 0.693, -3.473)  0.000
H (1.879, -0.167, -3.978)  0.000
H (2.409, 2.188, -3.476)  0.000
H (3.174, 1.155, -2.250)  0.000
H (0.410, 2.365, -1.852)  0.002
H (1.833, 3.222, -1.321)  0.001
H (3.636, 2.720, -0.579)  0.002
H (5.328, 3.227, 0.854)  -0.001
H (5.534, 2.809, 3.148)  0.002
H (3.942, 1.737, 4.516)  -0.001
H (2.068, 0.594, 3.939)  0.002
H (-0.589, -1.032, 2.443)  0.002
H (0.252, -0.042, 3.584)  0.000
H (0.453, -2.477, 4.011)  0.000
H (2.020, -1.672, 3.879)  0.000
C (-5.879, 4.463, -1.648)  0.000
C (-5.086, 3.207, -1.395)  -0.001
C (-3.830, 3.026, -1.960)  0.000
C (-3.098, 1.867, -1.721)  0.001
C (-3.629, 0.874, -0.920)  0.007
C (-4.882, 1.039, -0.340)  0.001
C (-5.603, 2.196, -0.585)  0.000
S (-2.719, -0.642, -0.544)  0.039
O (-3.644, -1.696, -1.002)  0.025
O (-1.504, -0.501, -1.538)  0.025
N (-1.049, 1.123, 0.671)  0.010
C (-1.608, 2.080, 1.420)  0.110
C (-0.629, 3.579, 1.285)  0.084
O (-0.408, 3.983, 2.407)  0.127
O (-0.433, 3.899, 0.133)  0.083
H (-5.377, 5.102, -2.377)  0.000
H (-6.008, 5.041, -0.730)  0.000
H (-6.875, 4.230, -2.031)  0.000
H (-3.407, 3.806, -2.585)  0.000
H (-2.115, 1.726, -2.151)  0.000
H (-5.275, 0.257, 0.300)  0.000
H (-6.584, 2.321, -0.138)  0.000
H (-1.653, 1.847, 2.484)  0.000
H (-2.552, 2.481, 1.036)  0.007
S (-3.686, -0.740, 2.653)  0.005
C (-3.536, -2.394, 2.906)  0.001
N (-3.433, -3.541, 3.091)  0.001

Atoms 1-6, force components in eV/Å:
V 0.57 -1.41 -1.02
C -0.11 -0.04 0.03
C 0.05 0.07 -0.15
C 0.04 0.03 -0.01
N -0.25 0.22 0.39
C 0.25 -0.05 0.04

Results
energy relative to the best compared isomer or geometry (same formula, charge and spin)	81.4	kcal per mole
HOMO level (alpha / beta)	-1.8 / -1.8	eV
2S+1	3
largest force on an atom	1.83	eV Å⁻¹
net charge	-2


Molecular formula: C7H29NO8
Method: DFT, ωB97M-V with the def2-TZVPD basis set

Each line ends with the Löwdin spin population.
Positions of all 45 atoms, in Å:
C (0.203, -0.996, 0.922)  0.010
C (-1.045, -0.006, 1.010)  0.018
C (-2.171, -0.384, -0.089)  0.050
C (-1.804, 0.084, -1.456)  0.251
C (-1.550, 1.406, -1.625)  0.100
C (-1.285, 1.915, -2.927)  0.134
C (-1.001, 3.220, -3.164)  0.225
N (-1.648, 0.109, 2.325)  0.005
H (1.057, -0.555, 0.463)  0.003
H (0.013, -1.988, 0.412)  0.002
H (0.533, -1.376, 1.899)  0.000
H (-0.598, 1.011, 0.692)  0.000
H (-3.088, 0.030, 0.237)  0.012
H (-2.379, -1.462, -0.019)  0.000
H (-1.711, -0.629, -2.358)  0.019
H (-1.534, 2.190, -0.767)  0.002
H (-1.068, 1.202, -3.748)  0.000
H (-1.134, 4.006, -2.465)  0.031
H (-0.336, 3.311, -3.963)  0.036
H (-1.076, -0.179, 3.141)  0.000
H (-2.492, -0.181, 2.441)  0.001
H (-0.985, -4.592, -0.193)  0.000
H (-1.165, -4.583, 1.378)  0.000
O (-1.557, -4.424, 0.542)  0.001
H (-2.108, 2.041, 2.587)  0.000
H (-1.117, 3.174, 2.054)  0.002
O (-1.939, 3.068, 2.472)  0.003
H (-0.806, -3.058, -4.153)  0.004
H (-0.990, -2.261, -2.782)  0.003
O (-0.326, -2.778, -3.248)  0.013
H (3.517, 1.479, 3.017)  0.001
H (3.285, 1.734, 1.492)  0.001
O (2.790, 1.410, 2.339)  0.005
H (4.881, 1.632, -0.731)  0.002
H (3.568, 2.543, -0.683)  0.002
O (4.391, 2.368, -0.268)  0.005
H (2.031, -0.513, 4.769)  0.000
H (2.113, -0.116, 3.354)  0.000
O (1.706, -0.807, 3.891)  0.001
H (1.628, 2.621, -1.559)  0.018
H (1.551, 1.923, -0.101)  0.004
O (1.987, 1.867, -1.011)  0.025
H (0.268, -3.948, -2.043)  0.001
H (1.442, -4.698, -1.370)  0.001
O (0.470, -4.573, -1.379)  0.004

Atoms 1-6, force components in eV/Å:
C -1.40 -1.48 0.55
C 0.89 -0.19 -1.70
C 1.98 -0.92 0.75
C -0.16 -2.02 0.10
C -0.15 1.67 -1.23
C 0.24 -0.68 1.58

Results
HOMO level (alpha / beta)	-0.1 / -3.4	eV
2S+1	2
largest force on an atom	7.33	eV Å⁻¹
net charge	-1